[1]
Entry from the OMol25 dataset: a molecular structure, H14LiO7 at a distorted geometry (wB97M-V/def2-TZVPD).

Properties
electronic energy = -14759.48890 eV
E_HOMO = -14.372 eV
orbital gap = 10.814 eV

```
! RIJCOSX wB97M-V def2-TZVPD def2/J DEFGRID3
* xyz 1 1
Li -0.19518 0.22395 -0.02600
O -1.39218 1.53595 1.18000
H -0.69418 1.91195 1.55600
H -1.59318 2.07495 0.41800
O 1.30182 -0.35805 3.31300
H 1.79882 -1.01705 3.57400
H 0.85582 -0.73405 2.52100
O -0.53818 -1.15805 1.48700
H -1.43718 -1.18805 1.81100
H -0.52918 -2.16205 1.84300
O 1.29282 1.52695 0.00000
H 1.96682 2.03395 0.56900
H 1.36182 1.81595 -0.86000
O 1.32282 -1.27405 -1.16100
H 1.51582 -2.07405 -0.51300
H 2.25282 -1.02305 -1.51300
O -0.08618 0.67695 -3.35400
H -0.26318 0.09595 -2.70000
H -0.88018 0.86595 -4.03800
O -1.63018 -0.51205 -1.31500
H -2.26918 0.04795 -1.80300
H -2.16118 -1.31005 -0.98900
*
```

***

[2]
Entry from the OMol25 dataset: a molecular structure, H14NaO7 (wB97M-V/def2-TZVPD).

Properties
electronic energy = -18973.08447 eV
E_HOMO = -14.677 eV
orbital gap = 11.570 eV

```
! RIJCOSX wB97M-V def2-TZVPD def2/J DEFGRID3
* xyz 1 1
Na 15.19185 -28.05000 10.76995
O 14.84384 -30.23146 12.34080
H 15.35993 -31.04508 12.29496
H 13.95663 -30.49302 12.06701
O 13.48456 -29.62220 9.70022
H 12.58986 -29.46724 10.03070
H 13.35490 -30.15025 8.90269
O 13.15158 -26.18941 10.14778
H 12.23085 -26.40220 10.34209
H 13.10942 -25.36073 9.65607
O 16.42668 -25.94036 10.24234
H 17.19991 -25.88037 9.66584
H 15.97107 -25.09259 10.14838
O 17.98536 -29.08944 10.58017
H 18.22692 -29.31194 9.67512
H 18.34236 -29.80464 11.12332
O 16.09483 -27.02694 12.81254
H 16.79005 -27.43263 13.34448
H 16.55879 -26.44674 12.18479
O 15.94638 -28.97833 8.34662
H 16.14389 -29.89356 8.58525
H 16.59174 -28.74160 7.66761
*
```

***

[3]
Entry from the OMol25 dataset: a molecular structure, H14NaO8 at a distorted geometry (wB97M-V/def2-TZVPD).

Properties
electronic energy = -21026.25408 eV
E_HOMO = -4.664 eV
orbital gap = 6.862 eV

```
! RIJCOSX wB97M-V def2-TZVPD def2/J DEFGRID3
* xyz -1 1
Na -0.12204 0.64663 0.13876
O 1.61134 0.96295 2.06086
H 1.64172 1.74469 2.64609
O -0.74105 -1.77667 0.77523
H -1.02816 -2.56537 0.27518
O -0.98965 -0.05904 2.68902
H -0.16528 0.42611 2.65341
H -0.95644 -0.64451 1.93247
O 1.29089 -2.32774 -0.87180
H 0.45620 -2.08556 -0.47068
H 1.56119 -3.11830 -0.40471
O 0.69292 -0.14366 -2.28237
H 1.26794 0.57097 -2.55601
H 1.23507 -0.67973 -1.70363
O -1.56269 2.31431 -0.80701
H -2.50784 2.19582 -0.90124
H -1.33686 2.97356 -1.46322
O -2.61300 -1.62041 -1.22585
H -1.87075 -1.53287 -0.62783
H -3.21411 -2.21481 -0.77687
O 2.35483 2.27903 -0.07066
H 3.02425 2.84173 0.31853
H 1.97154 1.81288 0.67231
*
```

***

[4]
Entry from the OMol25 dataset: 7 unconnected molecules or ions with the total composition H14O6S2 at a distorted geometry (wB97M-V/def2-TZVPD).

Properties
electronic energy = -34181.68531 eV
E_HOMO = -8.712 eV
SMILES string = SS.O.O.O.O.O.O
orbital gap = 8.677 eV

```
! RIJCOSX wB97M-V def2-TZVPD def2/J DEFGRID3
* xyz 0 1
S 0.42090 -2.20690 -2.44642
S -1.30675 -2.82378 -3.57078
H 0.01343 -1.05330 -1.92136
H -0.49226 -3.27715 -4.58239
H -1.03264 1.60094 4.74077
H 0.13702 0.73520 5.08694
O -0.37529 1.46358 5.42847
H 2.30404 2.74537 1.17469
H 1.81989 2.89836 2.64830
O 2.04689 2.25717 1.97136
H -1.31364 1.10300 0.99288
H -0.71103 0.19147 2.06353
O -0.49613 0.66590 1.25735
H 0.59440 1.98631 0.14792
H 1.14533 1.12698 -1.13280
O 0.97446 1.98652 -0.73504
H -3.00964 1.88455 3.74775
H -3.81636 3.06870 3.73952
O -3.53478 2.38101 3.12474
H 3.70928 -0.08852 -1.36705
H 2.88268 -0.56724 0.00859
O 2.92041 -0.17758 -0.85050
*
```